Entry 1:
Computed, not measured: one molecule with the formula C7H10O, with ωB97M-V/def2-TZVPD.

The geometry in XYZ format:
```
18
C7H10O (ωB97M-V/def2-TZVPD)
C 1.08124 1.93391 -1.48523
C 0.37051 0.75718 -0.95732
C -0.05052 0.69263 0.33066
C -0.82207 -0.53731 0.84694
C -0.41921 -0.98798 2.20334
C -0.49179 -1.44198 -0.48068
C 0.11982 -0.48936 -1.54029
O 0.20725 -0.86934 -2.69524
H 1.21207 1.87714 -2.58116
H 2.13135 1.86028 -1.06549
H 0.71381 2.95357 -1.05887
H 0.01965 1.63632 0.88783
H -1.88690 -0.30560 0.94943
H -0.50207 -0.07369 2.88657
H 0.57742 -1.35314 2.31228
H -1.14913 -1.63029 2.63192
H -1.40970 -1.84588 -0.81169
H 0.29831 -2.17646 -0.37301
```

DFT total energy   -9467.425 eV
HOMO-LUMO gap   9.77 eV
ΔE to the lowest compared entry with this formula, charge and spin   26.19 kcal/mol
E_HOMO   -9.34 eV

Entry 2:
Computed, not measured: a 8-piece molecular cluster, C16H48N6O8 overall, with ωB97M-V/def2-TZVPD.

The geometry in XYZ format:
```
78
C16H48N6O8 (ωB97M-V/def2-TZVPD)
N 8.37800 22.71100 -13.45700
C 9.43800 23.36100 -13.32900
N 10.45500 22.94800 -14.07800
O 9.54700 24.42400 -12.48800
H 7.59500 23.12100 -12.83000
H 8.12500 22.11100 -14.25800
H 11.32900 23.38600 -14.12800
H 10.34300 22.11700 -14.65600
N 7.98200 20.19600 -12.49000
C 6.77100 19.88600 -12.79900
N 6.33500 18.79700 -12.24300
O 6.08800 20.74700 -13.56000
H 8.29700 21.13200 -12.74000
H 8.61900 19.52900 -12.10200
H 5.39700 18.44000 -12.34800
H 7.06000 18.11100 -11.98200
N 9.30700 20.02900 -15.02400
C 8.82700 20.83000 -15.97200
N 7.68600 21.41200 -15.69900
O 9.50300 21.17600 -17.18600
H 10.21400 19.52500 -15.17900
H 8.85800 19.95200 -14.10600
H 7.29500 21.96300 -16.45600
H 6.90700 20.84400 -15.30600
C 5.27200 25.67600 -11.89000
C 6.49300 24.79400 -11.61700
C 7.06900 24.98200 -10.23200
O 6.46900 23.56100 -11.81400
H 4.58000 25.48500 -11.06600
H 4.84700 25.51300 -12.88100
H 5.59300 26.72100 -11.80700
H 7.14100 25.20500 -12.39000
H 6.63700 24.47600 -9.39300
H 7.07400 25.99500 -9.97600
H 8.14800 24.65900 -10.30300
H 5.61500 23.24300 -11.61200
C 5.10500 20.27400 -19.10600
C 4.19100 20.95600 -18.05400
C 2.75100 20.28500 -18.00200
O 4.76500 21.20400 -16.93400
H 6.07500 20.61800 -18.88700
H 4.82400 20.61500 -20.06400
H 4.87600 19.21700 -18.93100
H 3.98100 22.00600 -18.24400
H 2.08500 20.57700 -18.85900
H 2.28300 20.61000 -17.05500
H 2.94300 19.16600 -17.90800
H 4.45600 22.02800 -16.54300
C 3.97300 22.68000 -10.06800
C 3.88600 21.73700 -11.13400
C 2.53200 21.05700 -11.31200
O 4.04700 22.23300 -12.26900
H 3.45200 23.57300 -10.12300
H 5.02200 22.93200 -9.77900
H 3.52500 22.11100 -9.36800
H 4.55600 20.92700 -11.05600
H 2.40100 20.32000 -10.45000
H 2.53900 20.45900 -12.21000
H 1.78600 21.85700 -11.17500
H 4.59800 21.63400 -12.81200
C 1.56300 25.77900 -11.72100
C 1.32200 24.71800 -12.75100
C 0.42900 25.34500 -13.86000
O 2.30300 24.24100 -13.32400
H 2.08800 25.23700 -10.94400
H 0.73400 26.25200 -11.26700
H 2.19700 26.62900 -12.07600
H 0.73100 23.91500 -12.33100
H 0.33700 24.58800 -14.70600
H 0.99100 26.19400 -14.32100
H -0.49800 25.65700 -13.50000
H 2.76300 23.47200 -12.96200
C 5.46500 23.68300 -15.16300
O 4.11800 23.70400 -15.47100
H 5.84500 23.38700 -16.09400
H 5.66700 22.87200 -14.48400
H 5.85300 24.62000 -14.88000
H 3.60700 23.99700 -14.75200
```

DFT total energy   -42685.569 eV
HOMO-LUMO gap   8.36 eV
ΔE to the lowest compared entry with this formula, charge and spin   175.26 kcal/mol
E_HOMO   -8.71 eV